No. 1
This record from the Open Molecules 2025 dataset describes an isolated molecule of C3H6O3. The level of theory is ωB97M-V with the def2-TZVPD basis set.

Geometry as XYZ:
```
12
C3H6O3 ωB97M-V with the def2-TZVPD basis set
O 0.12845 -1.80161 -0.34952
C 0.53442 -0.93654 0.67917
C 0.29482 0.50725 0.22382
O 0.84375 0.81803 -1.03700
C -1.18534 0.74621 -0.05842
O -1.47333 1.48124 -0.97806
H 0.49476 -1.39355 -1.14811
H 1.58948 -1.08314 0.96035
H -0.07233 -1.16972 1.57244
H 0.65229 1.19849 1.01323
H 0.15149 1.41978 -1.37007
H -1.96150 0.21343 0.49323
```

Kohn-Sham gap: 11.20 eV
total charge: 0

No. 2
This record from the Open Molecules 2025 dataset describes an isolated molecule of C10H8O2. The level of theory is ωB97M-V with the def2-TZVPD basis set.

Geometry as XYZ:
```
20
C10H8O2 ωB97M-V with the def2-TZVPD basis set
C -3.13647 0.25221 -0.64983
C -2.04201 -0.06648 0.08423
C -1.51842 -1.39314 0.71959
C 0.57743 -0.76950 -0.05183
C 1.82068 -1.18745 -0.11694
C 2.86111 -0.29095 -0.36750
C 2.74693 1.02035 0.07576
C 1.36990 1.53045 0.24762
C 0.30480 0.55715 0.04807
C -1.10555 0.98749 0.19618
H -2.98774 1.43629 -1.09706
H -3.96207 -0.46655 -0.84754
H -1.14986 -1.41249 1.77082
H -2.37655 -2.04208 0.64076
H 1.83524 -2.27995 -0.21150
H 3.87884 -0.66922 -0.48759
H 3.70628 1.75358 -0.11734
H 1.08866 2.61563 0.37370
O -0.45219 -1.72954 -0.26519
O -1.45903 2.15417 0.05559
```

Kohn-Sham gap: 9.10 eV
total charge: 0

No. 3
This record from the Open Molecules 2025 dataset describes an isolated molecule of C4H4OS2. The level of theory is ωB97M-V with the def2-TZVPD basis set.

Geometry as XYZ:
```
11
C4H4OS2 ωB97M-V with the def2-TZVPD basis set
C -0.78836 -1.23138 1.36498
C 0.14412 -0.72127 0.32412
C -0.12415 0.61327 -0.19019
C 0.76617 1.14888 -1.27629
H -1.75556 -0.70610 1.39945
H -0.52766 1.29076 0.58781
H 1.05946 2.16886 -1.07682
H 1.61124 0.56613 -1.66063
O 1.03291 -1.47660 -0.00750
S -0.49390 -2.45813 2.36040
S -0.92426 0.80559 -1.82533
```

Kohn-Sham gap: 7.71 eV
total charge: 0

No. 4
This record from the Open Molecules 2025 dataset describes a structure of composition C59H45F3N5O4P2RuS3. The level of theory is ωB97M-V with the def2-TZVPD basis set.

Geometry as XYZ:
```
122
C59H45F3N5O4P2RuS3 ωB97M-V with the def2-TZVPD basis set
Ru 0.26855 0.74051 -0.39532
O 3.52951 -0.77882 0.35855
C 3.92333 0.06383 1.36148
C 5.24932 0.39928 1.59245
C 5.57824 1.08826 2.74819
C 4.59699 1.40106 3.67478
C 3.27129 1.09449 3.40491
C 2.90026 0.47766 2.21218
P 1.17595 0.05808 1.70874
C 0.17108 0.82457 3.04780
C 0.42706 2.10686 3.53760
C -0.39349 2.67953 4.49820
C -1.50160 1.99142 4.96922
C -1.79245 0.73588 4.45981
C -0.96666 0.16081 3.50391
C 1.20784 -1.71527 2.22950
C 1.40917 -2.70827 1.27408
C 1.59290 -4.03280 1.65427
C 1.56572 -4.38224 2.99483
C 1.36001 -3.40128 3.95621
C 1.19211 -2.07928 3.57748
C 4.24890 -0.79392 -0.81643
C 5.42107 -1.53458 -0.89461
C 6.13658 -1.54282 -2.07824
C 5.67236 -0.81788 -3.17034
C 4.47285 -0.13434 -3.08435
C 3.72710 -0.12269 -1.90440
P 2.00939 0.55519 -1.97390
C 1.34284 -0.48276 -3.24882
C 1.76379 -1.84535 -3.37437
C 1.06690 -2.75908 -4.08475
C -0.27830 -2.43337 -4.62091
C -0.42043 -0.97563 -4.86120
C 0.28091 -0.08661 -4.11806
C 2.44294 2.18862 -2.68883
C 2.81320 3.19564 -1.79708
C 3.13432 4.46196 -2.25858
C 3.08104 4.73735 -3.62024
C 2.73183 3.73619 -4.51449
C 2.42345 2.46243 -4.05187
H 6.01826 0.10999 0.89111
H 6.61182 1.34837 2.93630
H 4.85636 1.89071 4.60390
H 2.52356 1.34236 4.14013
H 1.26028 2.67617 3.15629
H -0.16984 3.67216 4.86838
H -2.14312 2.43956 5.71784
H -2.66952 0.19823 4.79791
H -1.21808 -0.81299 3.10660
H 1.42774 -2.45383 0.22210
H 1.74396 -4.78522 0.89225
H 1.70248 -5.41519 3.29027
H 1.34063 -3.66238 5.00708
H 1.06312 -1.32661 4.34294
H 5.74902 -2.09800 -0.03063
H 7.05184 -2.11571 -2.15110
H 6.22973 -0.81314 -4.09761
H 4.08382 0.37232 -3.95786
H 2.67880 -2.17043 -2.88932
H 1.43285 -3.77428 -4.18100
H -0.48890 -3.00488 -5.51956
H -1.15662 -0.63446 -5.58048
H 0.05805 0.96778 -4.24856
H 2.83474 2.98286 -0.73328
H 3.41664 5.23697 -1.55735
H 3.31888 5.72952 -3.98238
H 2.69973 3.94466 -5.57662
H 2.15645 1.67953 -4.75083
S 0.21066 2.93484 0.43875
C -1.38725 2.43095 0.90866
C -2.38407 3.19793 1.50652
C -3.60151 2.60143 1.76321
C -3.80940 1.26997 1.41497
C -2.77559 0.57034 0.82528
N -1.59165 1.13596 0.58991
H -2.18733 4.23182 1.75383
H -4.39554 3.17043 2.23096
H -4.75596 0.78125 1.59577
H -2.87820 -0.46144 0.52109
C -2.16504 -4.66796 -5.22548
C -2.46406 -3.66214 -4.15398
C -3.71499 -3.53790 -3.63226
C -3.92388 -2.59838 -2.58810
N -2.92285 -1.99967 -1.99794
C -1.68064 -2.20763 -2.46765
S -0.42551 -2.04246 -1.25449
N -1.43739 -2.89664 -3.66667
H -3.02113 -5.32827 -5.34679
H -1.29539 -5.26190 -4.94173
H -1.95954 -4.20464 -6.19060
H -4.51944 -4.16468 -3.98788
H -4.91800 -2.38521 -2.21140
O 0.99402 -4.93111 -1.01478
S -0.39676 -4.91598 -0.68478
O -1.34036 -5.40785 -1.64041
N -0.85926 -3.36467 -0.17668
C -1.26773 -3.29486 1.13868
O -1.62112 -2.29553 1.71478
C -1.16601 -4.64668 1.76016
C -1.46927 -4.95814 3.07284
C -1.29197 -6.26992 3.48833
C -0.82559 -7.24331 2.60648
C -0.52425 -6.92987 1.28762
C -0.70016 -5.61668 0.89875
H -1.82301 -4.18482 3.74135
H -1.51651 -6.54390 4.51061
H -0.69450 -8.25929 2.95454
H -0.16098 -7.67815 0.59643
F -3.90213 4.42059 -4.76576
C -3.52577 3.15934 -5.04308
F -4.64028 2.43543 -5.21466
F -2.88118 3.19315 -6.22292
C -2.64311 2.60260 -3.95892
C -1.50683 3.30345 -3.58243
C -0.69366 2.77093 -2.60326
N -0.94899 1.59490 -2.01134
C -2.06118 0.94752 -2.36066
C -2.93394 1.40877 -3.33228
H -1.24788 4.24912 -4.03811
H 0.18746 3.29675 -2.28211
H -2.26456 0.01584 -1.85239
H -3.80858 0.82692 -3.58314
```

spin multiplicity: 2
<S²>: 0.762
Kohn-Sham gap (spin up / spin down): 5.60 / 5.70 eV
total charge: 0

Number 1: E -343.595264 Eh. Number 2: E -536.213012 Eh. Number 3: E -1026.364055 Eh. Number 4: E -5121.814074 Eh.